[1]
{
  "formula": "C3H7BrSi",
  "method": "ωB97M-V with the def2-TZVPD basis set",
  "lumo_ev": [-0.9, -0.3],
  "fmax_ev_per_a": 4.08,
  "e_tot_ev": -81140.464,
  "gap_ha": [0.261, 0.324],
  "relative_energy_kj_mol": 354.5,
  "symbols": ["C", "C", "C", "Si", "Br", "H", "H", "H", "H", "H", "H", "H"],
  "xyz": [[1.235572, 1.438903, 0.780229], [-1.256697, -0.200492, -0.303082], [-0.645495, -1.482652, 0.019525], [0.050048, 1.151051, -0.613027], [-3.005873, 0.247925, 0.142624], [1.112169, 1.910575, 1.710915], [-0.671310, -2.400450, -0.625067], [-0.824758, -1.842744, 1.020629], [0.494989, -1.267318, 0.122845], [2.145310, 0.697671, 0.607370], [0.802865, 0.626668, -1.701151], [-0.743769, 2.455980, -0.727467]],
  "atomic_forces_ev_per_a": [[1.770, -2.970, -2.161], [0.886, 1.317, -0.368], [2.944, -1.357, 0.532], [-2.175, 1.329, 1.384], [-0.131, -0.271, 0.027], [-0.022, 0.493, 0.987], [-0.586, 1.015, 0.007], [-0.659, -0.125, 0.509], [-1.562, -0.480, -0.456], [-1.589, 1.836, 0.985], [0.623, -0.097, -0.980], [0.502, -0.690, -0.467]]
}

[2]
{
  "formula": "C24H76N2O13",
  "method": "ωB97M-V with the def2-TZVPD basis set",
  "lumo_ev": 0.1,
  "fmax_ev_per_a": 4.15,
  "e_tot_ev": -55710.524,
  "gap_ha": 0.332,
  "relative_energy_kj_mol": 566.5,
  "symbols": ["O", "H", "H", "O", "H", "H", "O", "H", "H", "C", "C", "O", "H", "H", "H", "H", "H", "H", "C", "C", "O", "H", "H", "H", "H", "H", "H", "C", "C", "O", "H", "H", "H", "H", "H", "H", "C", "C", "O", "H", "H", "H", "H", "H", "H", "C", "C", "O", "H", "H", "H", "H", "H", "H", "C", "C", "O", "H", "H", "H", "H", "H", "H", "C", "C", "O", "H", "H", "H", "H", "H", "H", "C", "C", "O", "H", "H", "H", "H", "H", "H", "C", "C", "C", "O", "C", "N", "H", "H", "H", "H", "H", "H", "H", "H", "H", "H", "H", "C", "C", "C", "O", "C", "N", "H", "H", "H", "H", "H", "H", "H", "H", "H", "H", "H"],
  "xyz": [[6.257484, -0.299018, -3.921624], [5.459254, -0.071378, -4.398334], [6.376904, -1.234348, -4.086364], [4.848334, -6.644508, 2.163956], [4.105504, -7.011548, 1.684666], [5.209844, -5.981798, 1.575436], [4.380864, -5.141198, -2.070134], [4.474004, -4.375168, -1.503764], [5.278084, -5.438708, -2.220864], [-6.011266, 5.518932, 0.732696], [-5.207106, 4.705772, 1.705396], [-5.429826, 3.306992, 1.752246], [-6.844156, 6.067912, 1.172036], [-6.264356, 4.954012, -0.164474], [-5.375826, 6.359112, 0.452656], [-5.362946, 5.048332, 2.728366], [-4.122176, 4.702482, 1.600406], [-5.385006, 2.936102, 2.636566], [-9.309626, -0.027228, 0.439806], [-8.314486, -0.678908, -0.422404], [-9.037136, -1.256008, -1.411644], [-8.757036, 0.527092, 1.198406], [-10.106466, -0.609638, 0.902326], [-9.799366, 0.753582, -0.142084], [-7.785496, -1.399748, 0.201026], [-7.769576, 0.174172, -0.826654], [-9.572096, -2.005988, -1.141544], [0.770554, -1.618508, -7.071064], [1.706134, -0.498618, -6.520694], [2.833164, -1.140538, -5.972994], [0.568084, -2.361358, -6.299524], [1.152754, -2.030548, -8.005004], [-0.210226, -1.199138, -7.295354], [1.270094, 0.138352, -5.751124], [1.998604, 0.079802, -7.397044], [2.673024, -2.074278, -6.128174], [0.290074, -8.379838, 2.484896], [0.226604, -7.899968, 1.047926], [1.508824, -7.741288, 0.616316], [-0.582786, -8.075168, 3.062306], [1.170284, -8.023778, 3.020206], [0.347034, -9.453418, 2.664556], [-0.489126, -7.080058, 0.988016], [-0.113476, -8.737978, 0.439496], [1.454154, -7.405158, -0.281254], [-4.269776, -4.240088, 5.685556], [-3.554026, -5.315588, 4.923416], [-3.779426, -6.632538, 5.321266], [-4.231766, -4.315238, 6.772296], [-5.312266, -4.152848, 5.379436], [-3.745136, -3.345948, 5.348876], [-2.479556, -5.176788, 5.043166], [-3.847856, -5.155048, 3.886106], [-3.530406, -6.752848, 6.240566], [1.196004, 5.314062, -2.475834], [-0.135176, 5.924962, -1.873644], [-1.130436, 5.577422, -2.826574], [1.394094, 5.669422, -3.487064], [1.352244, 4.251932, -2.664434], [2.028134, 5.698522, -1.886054], [-0.140856, 7.014272, -1.911794], [-0.396786, 5.600802, -0.866384], [-1.373786, 6.438932, -3.173244], [-3.320016, 1.198812, -4.108774], [-3.479926, 1.574182, -5.533574], [-2.432986, 2.528052, -5.862604], [-3.477326, 2.037022, -3.429974], [-2.401816, 0.666742, -3.859974], [-4.147576, 0.617972, -3.701524], [-4.465676, 2.033762, -5.605524], [-3.480166, 0.699612, -6.184134], [-2.337596, 3.108212, -5.103714], [-0.179716, 4.633902, 4.205086], [-0.371916, 3.141192, 4.118466], [-0.220226, 2.452562, 5.309496], [0.344564, 4.948402, 5.107486], [-1.180386, 5.041122, 4.349696], [0.333004, 5.052172, 3.338896], [0.423304, 2.730992, 3.495976], [-1.308206, 2.860122, 3.636356], [0.702754, 2.499572, 5.569296], [8.736054, 2.498842, 1.032656], [7.407744, 1.962712, 1.559236], [6.254134, 2.971692, 1.268406], [6.411614, 4.254542, 1.957806], [5.329204, 5.160482, 1.827206], [7.132584, 0.793572, 0.808556], [8.758784, 2.722452, -0.033914], [9.546204, 1.801342, 1.245396], [9.067154, 3.386172, 1.572216], [7.420074, 1.830562, 2.641126], [5.310794, 2.545962, 1.610416], [6.045014, 3.201262, 0.223576], [4.824594, 5.002992, 0.873966], [5.666254, 6.195342, 1.886836], [4.654674, 4.931522, 2.652246], [7.974034, 0.341802, 1.137136], [7.276764, 1.095502, -0.144404], [1.755514, -0.631748, -1.046004], [1.562374, -1.532318, 0.217446], [0.277694, -2.429448, 0.082866], [-0.933646, -1.753248, -0.262494], [-1.569196, -1.032628, 0.788936], [2.753204, -2.245618, 0.502916], [1.102494, 0.238822, -0.984534], [1.505134, -0.964978, -2.053154], [2.746124, -0.181418, -0.982844], [1.356134, -0.838148, 1.032116], [0.279004, -3.080058, 0.957386], [0.510784, -3.057608, -0.776894], [-1.441316, -1.489048, 1.770466], [-2.601496, -0.774278, 0.552886], [-0.974016, -0.125918, 0.897276], [2.718954, -2.720798, 1.393496], [3.583204, -1.683968, 0.377446]],
  "atomic_forces_ev_per_a": [[0.225, 0.165, 0.198], [-0.299, 0.038, -0.164], [0.012, -0.216, -0.046], [0.166, -0.006, 0.250], [-0.359, -0.161, -0.150], [0.081, 0.149, -0.132], [-0.139, -0.163, -0.075], [-0.152, 0.317, 0.196], [0.215, -0.128, -0.081], [0.574, 0.537, -0.230], [1.111, -0.740, 2.158], [-1.291, -1.181, -0.987], [-0.449, -0.771, 0.056], [-0.182, 0.113, 0.104], [0.260, -0.087, -0.418], [-0.146, 0.585, 0.038], [0.141, 1.103, -0.733], [-0.011, 0.427, 0.013], [-0.541, 2.323, 1.579], [-0.783, 0.259, 1.688], [-0.457, -1.536, -3.459], [-0.218, 0.012, 0.561], [0.319, -0.462, -0.028], [-0.216, -0.032, -0.104], [0.899, 0.039, -0.394], [0.827, -0.701, -0.217], [0.182, 0.109, 0.375], [-0.601, 1.464, 0.532], [-0.706, -1.225, -0.982], [0.712, -0.158, 0.273], [0.276, -0.260, -0.082], [0.186, -0.207, 0.254], [-0.069, 0.095, -0.161], [-0.284, -0.032, -0.179], [0.115, 0.455, 0.188], [0.417, -0.095, 0.212], [-0.257, -0.249, 1.235], [-1.468, -2.420, 1.129], [2.166, 1.635, -0.836], [-0.064, 0.210, -0.051], [0.036, 0.528, -0.224], [-0.027, -0.209, -0.684], [0.441, 0.517, -0.355], [-1.136, 0.004, -0.006], [0.416, 0.042, -0.192], [-0.230, 0.463, -0.118], [0.779, 0.277, 0.482], [-0.991, -1.102, -0.265], [0.210, -0.063, -0.010], [-0.051, -0.070, 0.095], [-0.246, 0.443, 0.359], [0.248, 0.515, -0.420], [0.252, -0.639, -0.153], [0.041, 0.175, 0.020], [0.337, 1.330, 0.625], [1.246, -1.080, -1.904], [-1.057, 0.161, 0.093], [-0.467, 0.682, -0.017], [-0.827, -0.289, 0.951], [0.266, -0.253, 0.141], [0.878, 0.073, 0.596], [0.121, -0.257, -0.073], [-0.522, -0.406, -0.431], [-0.612, -0.737, 1.761], [0.245, 1.028, 0.429], [-0.658, -0.926, -0.687], [0.728, 0.637, -0.202], [0.081, 0.187, -0.109], [-0.149, -0.736, -0.560], [-0.092, 0.216, -0.463], [0.513, 0.291, -0.244], [-0.014, 0.052, 0.114], [-0.926, 0.468, 0.586], [1.649, -0.456, -1.459], [-0.683, -0.511, 1.654], [0.349, -0.294, -0.026], [0.066, 0.605, -0.341], [-0.281, 0.024, -0.025], [-0.035, 0.092, -0.786], [-0.121, 0.055, 0.316], [-0.020, 0.009, 0.061], [0.885, 0.911, 1.337], [-0.837, 3.969, -0.881], [-0.667, 1.246, 1.242], [1.112, -0.765, -0.507], [0.094, -1.083, 0.104], [-0.384, -1.260, 0.795], [-0.359, -0.077, -0.023], [-0.030, -0.406, -0.150], [-0.211, 0.344, -0.097], [0.107, -0.367, -0.045], [-0.089, -0.403, 0.276], [0.660, -0.238, -0.493], [-0.199, 0.130, -0.118], [0.219, -0.164, 0.073], [-0.471, 0.335, -0.051], [0.021, -1.623, -1.059], [0.105, -0.580, -0.425], [-0.434, 0.767, 0.851], [-1.904, 1.704, -1.129], [1.526, 0.351, -1.013], [0.109, -0.868, 0.624], [1.648, 0.678, 0.036], [0.413, -1.495, -0.432], [-0.257, 0.071, 0.402], [0.475, -0.930, 0.198], [0.237, -0.229, -0.386], [-0.195, 0.407, 0.223], [-0.811, 0.012, 0.336], [-0.265, -0.235, -0.039], [-0.464, -0.625, -0.015], [0.161, -0.358, -0.120], [-0.374, 0.629, 0.072], [0.299, 0.153, 0.047], [-0.065, -0.048, 0.313]]
}

[3]
{
  "formula": "C4H6O2",
  "method": "ωB97M-V with the def2-TZVPD basis set",
  "lumo_ev": 0.8,
  "fmax_ev_per_a": 0.55,
  "e_tot_ev": -8337.837,
  "gap_ha": 0.405,
  "relative_energy_kj_mol": 253.2,
  "symbols": ["C", "C", "C", "O", "C", "O", "H", "H", "H", "H", "H", "H"],
  "xyz": [[2.234170, -0.864702, -0.009445], [1.245904, -0.179073, -0.066288], [0.054138, 0.680616, 0.026509], [-0.375323, 0.752465, 1.383539], [-1.145623, 0.130446, -0.740741], [-1.433213, -1.191955, -0.372511], [3.099248, -1.489316, 0.036456], [0.294444, 1.684998, -0.356266], [0.412810, 0.797800, 1.939729], [-1.990859, 0.805561, -0.533624], [-0.949194, 0.139276, -1.816043], [-1.431486, -1.205402, 0.595019]],
  "atomic_forces_ev_per_a": [[-0.409, 0.266, -0.059], [0.487, -0.245, 0.042], [0.031, -0.034, -0.209], [0.164, 0.090, 0.209], [0.073, 0.263, -0.212], [-0.066, -0.053, 0.269], [-0.144, 0.115, -0.053], [-0.036, -0.173, 0.065], [-0.178, -0.013, -0.016], [0.122, -0.108, -0.049], [0.026, -0.003, 0.129], [-0.072, -0.105, -0.115]]
}